No. 1
DFT (wB97M-V/def2-TZVPD) results for C30H34BBr45N2O4S3 as an isolated structure at a distorted geometry.

```
! wB97M-V def2-TZVPD RIJCOSX def2/J DEFGRID3
* xyz 0 1
C 7.60895 0.85439 2.59422
C 6.77752 0.92012 1.28219
N 7.71658 1.06491 0.15277
C 7.61293 2.35839 -0.52751
C 6.21745 2.70407 -1.10279
C 7.76751 -0.01071 -0.69494
S 7.77790 0.04586 -2.33866
S 7.91481 -1.64936 0.06636
C 6.47031 -2.61564 -0.51409
C 5.21937 -1.79684 -0.92916
C 3.92209 -2.58777 -0.54137
C 2.73599 -1.69265 -0.25627
C 1.54593 -1.95447 -0.77054
C 0.41167 -1.00151 -0.46273
O -0.70174 -1.37846 -0.27311
C 0.83079 0.46053 -0.39491
N -0.03176 1.47981 -0.92107
C -0.69550 2.04840 -0.09318
S -1.30862 3.09766 0.89951
C 2.00773 0.74014 0.13273
B 2.60493 2.20171 0.23798
O 2.89922 2.91617 -0.90724
O 2.84115 2.72188 1.48692
C 2.82192 -0.45830 0.63201
O 3.44226 -0.42441 1.64561
H 6.97450 0.80069 3.48576
H 8.38558 0.08709 2.55014
H 8.13601 1.82374 2.65538
H 6.16764 0.01482 1.24671
H 6.10150 1.77378 1.40440
H 7.84194 3.11609 0.23807
H 8.40870 2.46374 -1.26901
H 5.85867 3.68035 -0.75715
H 5.49150 1.90537 -0.93193
H 6.32819 2.81119 -2.19021
H 6.18092 -3.22166 0.35297
H 6.73219 -3.30170 -1.32679
H 5.19518 -0.77253 -0.54577
H 5.19717 -1.70913 -2.02245
H 4.12264 -3.30008 0.27035
H 3.67207 -3.20125 -1.41793
H 1.36520 -2.81921 -1.40473
H 2.66024 3.83847 -0.73374
H 3.43165 3.48544 1.42262
C -5.36261 3.33409 -1.03196
Br -5.91767 3.23819 0.81572
Br -4.52761 5.02410 -1.43919
Br -4.23435 1.84395 -1.50228
H -6.25711 3.26496 -1.63913
C -9.06883 2.07269 -0.56104
Br -10.57791 1.31549 0.37006
Br -8.35303 0.85498 -1.87548
Br -9.48545 3.79032 -1.33264
H -8.29217 2.23594 0.17443
C -6.16042 -1.98500 0.54094
Br -5.36368 -1.80731 -1.20792
Br -5.67652 -0.52966 1.70483
Br -8.07187 -2.18409 0.42608
H -5.76399 -2.89266 0.97881
C -9.07046 -4.35565 -2.86159
Br -10.57181 -5.10954 -1.91683
Br -8.35384 -5.58124 -4.16745
Br -9.50687 -2.64914 -3.64666
H -8.29174 -4.17770 -2.13090
C -2.70133 -2.48458 4.17283
Br -1.94351 -2.27824 2.41011
Br -2.23382 -1.01088 5.32679
Br -4.61275 -2.74087 4.09657
H -2.27449 -3.37893 4.60550
C -3.92513 4.26014 4.12428
Br -2.19394 4.80565 3.47955
Br -4.28636 2.43213 3.64130
Br -4.13755 4.55480 6.01442
H -4.66057 4.87771 3.62455
C -11.73592 1.40261 -4.41702
Br -12.22542 0.10841 -5.76224
Br -11.14478 3.06153 -5.20305
Br -13.15725 1.67995 -3.14403
H -10.89546 0.99275 -3.87076
C -13.47702 -7.91161 0.17913
Br -13.60848 -6.09460 0.81215
Br -13.77275 -8.02493 -1.72311
Br -11.80653 -8.72629 0.69224
H -14.26471 -8.47702 0.66087
C 11.64245 -1.11081 -3.77888
Br 10.34811 -2.53231 -3.91463
Br 11.14467 0.41297 -4.85017
Br 11.97789 -0.61652 -1.94278
H 12.57228 -1.49070 -4.18019
C 9.33107 -0.36900 -8.83275
Br 7.90640 -0.19160 -7.54463
Br 10.84883 -1.29216 -8.08573
Br 8.72225 -1.19598 -10.46630
H 9.65841 0.63029 -9.08503
C -17.24952 -9.34428 1.61907
Br -17.36663 -7.52712 2.25173
Br -17.52929 -9.45786 -0.28487
Br -15.58429 -10.17015 2.14003
H -18.04469 -9.90199 2.09482
C 15.89357 -2.00284 -3.59269
Br 14.59671 -3.42888 -3.72514
Br 15.39632 -0.47673 -4.66815
Br 16.22895 -1.50728 -1.75881
H 16.82316 -2.38334 -3.99330
C 9.47923 4.93641 2.29979
Br 10.16143 5.02934 0.49884
Br 10.33543 6.22067 3.45393
Br 7.55542 5.11062 2.34990
H 9.71912 3.95308 2.68259
C -7.78155 2.22580 6.47528
Br -7.94922 4.04036 7.10903
Br -8.10504 2.09907 4.57546
Br -6.08606 1.44747 6.96536
H -8.55117 1.64631 6.96620
C -0.09207 7.72141 6.00058
Br -1.51792 8.47404 4.94237
Br 1.10982 9.08328 6.65028
Br -0.77015 6.62310 7.43255
H 0.48095 7.07576 5.34896
*
```

Its molar mass is 4189.305 g mol⁻¹. The HOMO energy is -8.00 eV. The calculation puts the orbital gap at 7.06 eV.

***

No. 2
DFT (wB97M-V/def2-TZVPD) results for C24H71O12Sr as an isolated structure at a distorted geometry.

```
! wB97M-V def2-TZVPD RIJCOSX def2/J DEFGRID3
* xyz 1 1
Sr -2.31978 1.09561 -3.59649
C 0.16880 0.32421 0.47138
C 0.04750 -0.07543 -0.97007
O -0.33393 0.92370 -1.88943
H -0.67731 0.87861 0.87736
H 1.02482 0.99334 0.55850
H 0.34720 -0.55296 1.09336
H -0.67008 -0.89569 -0.95159
H 1.03593 -0.44922 -1.23728
C -2.96986 3.90930 0.31145
C -3.41660 2.44380 0.65682
O -4.66474 2.46359 1.32017
H -1.94583 3.98612 -0.05403
H -3.09610 4.43387 1.25854
H -3.69100 4.37512 -0.36017
H -2.73752 1.98336 1.37442
H -3.40626 1.76260 -0.19404
H -4.42013 2.50779 2.24743
C -2.96386 -2.82032 -2.16265
C -4.25530 -1.94494 -2.14009
O -3.81820 -0.57885 -2.21358
H -3.27013 -3.85742 -2.02586
H -2.41915 -2.73792 -1.22212
H -2.30675 -2.68249 -3.02132
H -4.87777 -2.00210 -1.24714
H -4.89111 -2.30094 -2.95072
H -4.60349 -0.05635 -2.03493
C -3.11906 -1.14416 1.71454
C -3.93643 -2.27854 2.35437
O -5.06710 -2.73407 1.59759
H -2.80610 -1.28445 0.67990
H -2.29164 -0.86700 2.36774
H -3.68897 -0.21594 1.75590
H -4.21616 -2.09561 3.39186
H -3.26829 -3.13302 2.46188
H -5.79723 -2.11497 1.66992
C 0.90358 5.40294 0.35432
C 1.03020 3.91256 0.10766
O 0.57342 3.66756 -1.18284
H 1.40874 5.64863 1.28842
H -0.13557 5.68449 0.52457
H 1.25492 5.98664 -0.49654
H 0.41811 3.33164 0.79756
H 2.07535 3.62488 0.22165
H 0.22237 2.77415 -1.16965
C 4.39926 -1.11694 -0.31066
C 4.60057 -2.43771 0.46559
O 4.52329 -2.17997 1.83627
H 3.50419 -0.57972 0.00295
H 4.33404 -1.30832 -1.38174
H 5.32213 -0.54262 -0.22959
H 5.55283 -2.89537 0.19755
H 3.83641 -3.17266 0.21258
H 4.13244 -2.91331 2.31696
C 4.39271 1.36017 -3.50705
C 3.05227 1.02134 -2.77865
O 1.97908 1.50266 -3.62776
H 4.49867 0.84423 -4.46134
H 5.24498 1.00619 -2.92702
H 4.49447 2.42870 -3.69675
H 3.02706 1.48669 -1.79330
H 2.95469 -0.04921 -2.59836
H 1.18069 1.45042 -3.09724
C 0.65416 -3.19191 -2.92855
C 1.90180 -3.45698 -2.15197
O 2.26245 -4.79294 -2.38050
H -0.15967 -3.84579 -2.61516
H 0.69295 -3.31478 -4.01091
H 0.30928 -2.16483 -2.80908
H 1.68860 -3.37823 -1.08593
H 2.73326 -2.77274 -2.32106
H 2.34622 -4.92003 -3.32836
C -1.20830 5.96056 -3.59163
C -2.04203 4.70534 -3.21783
O -1.32086 3.50952 -3.39383
H -1.76836 6.89562 -3.58158
H -0.84569 5.88885 -4.61704
H -0.37674 6.09491 -2.89986
H -2.95457 4.61892 -3.80765
H -2.40809 4.87514 -2.20527
H -0.61685 3.58259 -2.74526
C -0.46611 -3.67521 1.17958
C -0.58976 -5.04828 0.52586
O -1.40801 -5.90029 1.31026
H -0.07700 -3.68887 2.19767
H -1.46210 -3.23487 1.22633
H 0.20916 -3.12152 0.52724
H 0.42250 -5.45211 0.54481
H -0.88212 -4.98609 -0.52235
H -2.34106 -5.78547 1.11577
C -0.12894 -0.47230 4.49448
C -0.95539 -1.66707 4.94512
O -2.19341 -1.32279 5.46719
H -0.59567 -0.04077 3.60902
H 0.83113 -0.77931 4.07963
H 0.03550 0.29944 5.24646
H -0.44218 -2.29072 5.67708
H -1.08822 -2.34541 4.10231
H -2.05496 -0.74282 6.21956
C 3.11311 0.95457 2.64547
C 4.32203 0.81933 3.54585
O 5.35801 0.36727 2.70812
H 3.25358 1.55517 1.74678
H 2.33432 1.49394 3.18461
H 2.73022 -0.00446 2.29654
H 4.06789 0.22855 4.42589
H 4.58275 1.80143 3.94033
H 5.07749 -0.45141 2.29259
*
```

Its molar mass is 639.440 g mol⁻¹. The HOMO energy is -11.18 eV. The calculation puts the orbital gap at 6.53 eV. As for the energy relative to the best compared isomer or geometry (same formula, charge and spin): 75.8 kcal/mol.

***

Q: The highest orbital gap belongs to which entry?
A: C30H34BBr45N2O4S3